Entry 1:
Entry from the OMol25 dataset: a 2-piece molecular cluster, C9H17FO overall (ωB97M-V/def2-TZVPD).

Each line ends with the Löwdin charge.
CARTESIAN COORDINATES (ANGSTROEM)
C 0.19952 -2.05280 -0.42260  0.015
C 0.40896 -0.74983 -0.34123  -0.133
C 1.70995 -0.08251 0.02094  -0.611
C 1.42506 1.08792 0.96639  -0.051
C 2.70989 -1.03812 0.67182  -0.064
C 2.30264 0.45418 -1.29149  -0.050
H -0.71481 -2.46342 -0.82293  0.058
H 0.94025 -2.78036 -0.13834  0.061
H -0.35145 -0.05219 -0.66338  0.103
H 0.71199 1.77655 0.51763  0.080
H 1.00939 0.72659 1.90467  0.088
H 2.34197 1.63298 1.17976  0.082
H 2.27695 -1.50607 1.55233  0.087
H 3.01744 -1.81375 -0.02554  0.080
H 3.59933 -0.49031 0.97639  0.084
H 3.24476 0.96372 -1.10107  0.084
H 1.61946 1.15633 -1.76414  0.084
H 2.48487 -0.36375 -1.98556  0.086
C -3.39323 1.84877 -0.47870  -0.091
C -2.92352 0.85223 0.52749  -0.096
C -2.60907 -0.40794 0.27201  -0.452
O -2.28273 -1.30856 1.20726  0.082
F -2.66937 -0.92424 -0.98284  0.071
H -4.43822 2.10150 -0.29763  0.073
H -3.29945 1.45664 -1.48752  0.071
H -2.81298 2.76709 -0.39530  0.069
H -2.84873 1.16877 1.55456  0.113
H -1.65886 -1.95941 0.84703  0.078

Forces on atoms 1 to 2 (eV/Å):
-0.02 -0.26 -0.04
0.49 0.04 -0.26

Values from the calculation:
2S+1 ... 1
SMILES ... C=CC(C)(C)C.C/C=C(/O)F
Orbital gap ... 9.552 eV
Net charge ... 0
DFT total energy ... -528.18672 a.u.
Lowest unoccupied orbital energy ... 0.02963 Ha

---

Entry 2:
Entry from the OMol25 dataset: C18H11Cl5InN5OS2 as an isolated structure (ωB97M-V/def2-TZVPD).

Each line ends with the Löwdin charge.
CARTESIAN COORDINATES (ANGSTROEM)
In 0.96886 0.13167 -0.45161  0.457
N 3.25586 -2.99115 -2.70255  0.029
C 2.61078 -2.22627 -1.74552  -0.905
S 3.23220 -0.61503 -1.50485  0.533
N 1.64571 -2.80106 -1.10064  -0.021
N 1.01447 -2.02996 -0.18261  -0.165
C 0.24445 -2.57623 0.74565  -0.117
C -0.35020 -1.73868 1.70445  -0.290
C -1.17264 -2.22525 2.75538  -0.057
C -1.69289 -1.35645 3.67102  -0.112
C -1.41496 0.02471 3.54962  -0.100
C -0.62781 0.43408 2.49563  -0.157
N -0.08958 -0.39389 1.60580  0.004
H 3.70909 -2.45254 -3.42006  0.053
H 2.71621 -3.77957 -3.02509  0.075
H 0.11442 -3.65328 0.77747  0.111
H -1.37586 -3.28873 2.80149  0.101
H -2.31676 -1.71550 4.48071  0.090
H -1.80314 0.74158 4.25954  0.082
H -0.40493 1.48758 2.34852  0.110
Cl 0.14328 3.43677 -1.26257  0.698
C 1.19827 3.31539 0.09117  -0.706
C 1.63519 2.05427 0.47863  -0.258
C 2.51386 1.98280 1.56127  -0.710
Cl 3.18199 0.45991 2.00809  0.700
C 2.91522 3.12332 2.25353  -0.707
Cl 4.01910 3.00233 3.57217  0.659
C 2.43401 4.36954 1.86370  -0.710
Cl 2.90756 5.78378 2.72526  0.656
C 1.58010 4.46993 0.77096  -0.709
Cl 1.00637 6.01589 0.26764  0.656
O -1.33108 0.47614 -0.62257  -0.217
N -1.98550 -0.06330 -1.62117  -0.205
C -3.24457 -0.49283 -1.39424  -0.022
C -4.02151 -1.01784 -2.39272  -0.081
C -3.48358 -1.11981 -3.67682  -0.092
C -2.18432 -0.72546 -3.88877  -0.101
C -1.39309 -0.21120 -2.84676  -0.663
S 0.24243 0.20441 -3.05063  0.660
H -3.57329 -0.37053 -0.37329  0.137
H -5.02496 -1.34993 -2.17011  0.097
H -4.07596 -1.51147 -4.49361  0.099
H -1.72280 -0.80814 -4.86150  0.098

Forces on atoms 1 to 2 (eV/Å):
-0.23 0.23 -0.09
0.15 -0.12 0.03

Values from the calculation:
2S+1 ... 2
Energy above the lowest of the compared OMol25 structures with the same formula, charge and spin ... 4.0 kcal/mol
Orbital gap (alpha / beta) ... 4.961 / 7.028 eV
Net charge ... -1
DFT total energy ... -4329.10041 a.u.
Lowest unoccupied orbital energy (alpha / beta) ... 0.09066 / 0.09060 Ha

---

Entry 3:
Entry from the OMol25 dataset: C16H24FeNO11SSb as an isolated structure (ωB97M-V/def2-TZVPD).

Each line ends with the Löwdin charge.
CARTESIAN COORDINATES (ANGSTROEM)
Fe -0.63741 -0.62356 2.45326  0.697
O 0.55145 -6.35174 1.48185  0.064
C 0.19220 -5.05505 1.73282  -0.263
C 0.37275 -4.48730 3.03620  0.099
C 0.02402 -3.17089 3.20704  -0.124
N -0.52594 -2.44062 2.24733  0.068
C -0.66900 -2.94429 0.96542  -0.080
C -0.31178 -4.28761 0.71746  0.094
C -1.04767 -1.92381 0.04579  -0.489
O -1.22500 -2.04962 -1.17249  0.060
O -1.15237 -0.71839 0.65318  -0.276
C 0.24505 -2.30966 4.44415  -0.545
O 0.61934 -2.78583 5.49593  0.070
O -0.00509 -1.07684 4.17683  -0.064
H 0.96211 -6.71457 2.27439  0.106
H 0.77352 -5.05218 3.86136  0.126
H -0.41859 -4.67879 -0.27842  0.132
O 2.10276 1.09258 3.50903  -0.254
S 1.29135 0.97884 2.34526  0.277
O 1.76716 1.86698 1.27982  -0.413
O 1.21494 -0.41792 1.79963  -0.356
O -0.17633 1.26368 2.56872  -0.382
C 1.11944 3.47950 -2.67116  -0.147
C 1.01094 3.27646 -1.17476  -0.509
C 0.27565 4.42679 -0.51299  -0.168
Sb 0.01969 1.34292 -0.37173  1.814
C 1.41108 -0.13725 -1.32255  -0.488
C 1.10498 -0.36163 -2.79647  -0.135
C 2.85691 0.25966 -1.07548  -0.137
C -2.04034 1.02162 -1.62239  -0.433
C -2.04515 1.83351 -2.88669  -0.149
C -3.16387 1.34650 -0.67372  -0.146
H 1.63627 4.42182 -2.87000  0.073
H 0.13847 3.53751 -3.13255  0.048
H 1.68087 2.68292 -3.15120  0.049
H 1.99985 3.17585 -0.73002  0.064
H -0.74555 4.50435 -0.88784  0.063
H 0.78199 5.37407 -0.70998  0.071
H 0.24560 4.25753 0.56217  0.064
H 1.19395 -1.05486 -0.77504  0.067
H 1.31689 0.52816 -3.38587  0.053
H 0.06492 -0.64830 -2.92650  0.052
H 1.72545 -1.17472 -3.17757  0.077
H 3.10012 1.20969 -1.55464  0.067
H 3.52411 -0.51338 -1.46267  0.077
H 3.01914 0.35936 -0.00490  0.053
H -1.98332 -0.04465 -1.81685  0.058
H -2.09313 2.89913 -2.67256  0.065
H -2.92605 1.57069 -3.47803  0.079
H -1.16805 1.63460 -3.49412  0.053
H -3.17130 2.40769 -0.41476  0.072
H -3.06408 0.75301 0.23546  0.049
H -4.12381 1.09584 -1.13488  0.081
O -2.30874 -0.64567 2.98434  -0.264
O -3.34039 -0.93212 2.26141  -0.121

Forces on atoms 1 to 2 (eV/Å):
1.49 2.32 0.24
-0.20 0.52 -0.07

Values from the calculation:
2S+1 ... 6
Energy above the lowest of the compared OMol25 structures with the same formula, charge and spin ... 50.5 kcal/mol
Orbital gap (alpha / beta) ... 6.881 / 6.703 eV
Net charge ... -1
DFT total energy ... -3408.57797 a.u.
Lowest unoccupied orbital energy (alpha / beta) ... 0.06746 / 0.04203 Ha

---

Entry 4:
Entry from the OMol25 dataset: the molecule C5H10O4 (ωB97M-V/def2-TZVPD).

Each line ends with the Löwdin charge.
CARTESIAN COORDINATES (ANGSTROEM)
C -1.64852 -1.32651 -0.37157  -0.032
C -1.06349 0.02254 -0.02696  -0.227
O -0.80595 0.11919 1.53148  -0.056
C 0.35669 0.27662 -0.49987  -0.457
C 0.65739 1.75242 -0.72610  0.002
O 0.69542 -0.48003 -1.63012  0.015
C 1.15758 -0.30436 0.76581  -0.467
O 1.64364 -1.41808 0.65708  0.086
O 1.68965 0.63547 1.56206  0.108
H -2.61068 -1.46149 0.12025  0.084
H -1.77867 -1.39245 -1.45192  0.092
H -0.98200 -2.12554 -0.05346  0.090
H -1.73751 0.84541 -0.28501  0.145
H -1.39990 -0.45676 2.02855  0.095
H 0.09881 2.09966 -1.59299  0.092
H 0.37050 2.32676 0.15024  0.093
H 1.71995 1.88263 -0.91794  0.095
H 1.20294 -1.24580 -1.30890  0.103
H 2.43414 0.25032 2.04935  0.137

Forces on atoms 1 to 2 (eV/Å):
0.21 0.22 0.03
-0.42 0.09 2.42

Values from the calculation:
2S+1 ... 1
Energy above the lowest of the compared OMol25 structures with the same formula, charge and spin ... 27.2 kcal/mol
SMILES ... C[C@@H](O)[C@](C)(O)C(=O)O
Orbital gap ... 10.890 eV
Net charge ... 0
DFT total energy ... -497.46510 a.u.
Lowest unoccupied orbital energy ... 0.02740 Ha

---

Entry 5:
Entry from the OMol25 dataset: the molecule C3H4O (ωB97M-V/def2-TZVPD).

Each line ends with the Löwdin charge.
CARTESIAN COORDINATES (ANGSTROEM)
C -1.40267 0.25834 0.35324  0.045
C -0.14443 0.03584 0.11495  -0.186
C 1.26158 -0.11107 -0.17856  -0.137
O 0.39690 -0.79956 -1.07476  -0.059
H -2.05000 -0.22506 -0.33577  0.065
H -1.59931 0.87626 1.28083  0.092
H 1.68159 0.65217 -0.65406  0.069
H 1.85634 -0.68691 0.49412  0.110

Forces on atoms 1 to 2 (eV/Å):
0.97 1.19 2.15
1.39 -1.94 -3.25

Values from the calculation:
2S+1 ... 1
Energy above the lowest of the compared OMol25 structures with the same formula, charge and spin ... 48.5 kcal/mol
SMILES ... C=C1CO1
Orbital gap ... 10.839 eV
Net charge ... 0
DFT total energy ... -191.83268 a.u.
Lowest unoccupied orbital energy ... 0.03903 Ha

---

Entry 6:
Entry from the OMol25 dataset: a 2-piece molecular cluster, C6H13NO2 overall (ωB97M-V/def2-TZVPD).

Each line ends with the Löwdin charge.
CARTESIAN COORDINATES (ANGSTROEM)
C 0.42755 2.56722 0.56246  -0.095
C 0.61997 1.05084 0.55972  -0.175
C -0.68792 0.35130 1.07894  -0.472
C -0.55850 -0.32702 2.41008  -0.019
O -1.74738 0.57656 0.55416  0.063
H -0.49792 2.82432 0.05148  0.074
H 0.37247 2.94425 1.58322  0.075
H 1.25468 3.05983 0.05595  0.069
H 0.80617 0.73407 -0.46839  0.091
H 1.46915 0.75990 1.17658  0.106
H 0.05205 0.22502 3.11678  0.082
H -1.54609 -0.52051 2.82726  0.087
H -0.09038 -1.28945 2.20957  0.076
C -0.94228 -1.02287 -2.11756  0.001
C 0.05562 -1.65378 -1.17886  -0.609
N 1.30708 -1.78811 -1.65951  0.158
O -0.24379 -2.07525 -0.07268  0.032
H -1.50399 -1.81045 -2.61493  0.090
H -1.65179 -0.44479 -1.52694  0.071
H -0.46780 -0.39141 -2.86345  0.078
H 2.01189 -2.25920 -1.09726  0.121
H 1.56120 -1.51048 -2.58659  0.096

Forces on atoms 1 to 2 (eV/Å):
-0.05 -0.17 0.14
-0.86 -0.50 -0.13

Values from the calculation:
2S+1 ... 1
Energy above the lowest of the compared OMol25 structures with the same formula, charge and spin ... 6.3 kcal/mol
SMILES ... CCC(C)=O.CC(N)=O
Orbital gap ... 9.961 eV
Net charge ... 0
DFT total energy ... -441.66996 a.u.
Lowest unoccupied orbital energy ... 0.02870 Ha

---

What is the DFT total energy in the third record? -3408.57797 a.u.

---

Among the records above, which one has the lowest DFT total energy? C18H11Cl5InN5OS2